No. 1
Formula: C4H12
Source: the Open Molecules 2025 dataset
Level of theory: the ωB97M-V functional and the def2-TZVPD basis

Element x y z (Å)
C  0.151  -0.085  1.995
C  0.961  -1.361  2.216
H  -0.552  -0.215  1.128
H  -0.458  0.348  2.782
H  0.867  0.687  1.714
H  0.338  -2.231  2.023
H  1.221  -1.271  3.325
H  1.917  -1.542  1.686
C  -0.005  0.404  -1.622
C  -1.041  0.958  -2.609
H  0.523  -0.416  -2.069
H  0.750  1.189  -1.419
H  -0.508  0.075  -0.714
H  -0.541  1.551  -3.468
H  -1.831  0.251  -2.876
H  -1.791  1.657  -2.093

Computed properties:
Net charge: 0
HOMO-LUMO gap: 12.272 eV
Energy above the lowest of the compared OMol25 structures with the same formula, charge and spin: 18.1 kcal per mole
Calculated total energy: -4341.745 eV
Strongest force on any atom: 2.51 eV/Å

Results of the natural (NBO) charge analysis, in e, for atoms 1 through 6: -0.609, -0.618, 0.192, 0.211, 0.205, 0.203

No. 2
Formula: C4H12
Source: the Open Molecules 2025 dataset
Level of theory: the ωB97M-V functional and the def2-TZVPD basis

Element x y z (Å)
C  2.640  -1.146  -0.264
C  1.578  -0.150  0.045
H  3.175  -0.879  -1.302
H  3.495  -1.328  0.443
H  2.172  -2.103  -0.668
H  1.927  0.496  0.911
H  0.549  -0.592  0.109
H  1.512  0.475  -0.754
C  -2.211  1.430  0.284
C  -2.010  -0.139  0.020
H  -3.112  1.834  -0.335
H  -2.435  1.541  1.278
H  -1.332  2.017  0.042
H  -2.929  -0.593  -0.188
H  -1.336  -0.187  -0.904
H  -1.667  -0.650  0.858

Computed properties:
Net charge: 0
HOMO-LUMO gap: 12.119 eV
Energy above the lowest of the compared OMol25 structures with the same formula, charge and spin: 29.6 kcal per mole
Calculated total energy: -4341.246 eV
Strongest force on any atom: 4.61 eV/Å

Results of the natural (NBO) charge analysis, in e, for atoms 1 through 6: -0.621, -0.629, 0.194, 0.217, 0.208, 0.207

No. 3
Formula: C4H12
Source: the Open Molecules 2025 dataset
Level of theory: the ωB97M-V functional and the def2-TZVPD basis

Element x y z (Å)
C  0.435  1.861  0.088
C  -0.037  1.602  1.507
H  -0.002  2.700  -0.454
H  1.523  1.904  0.072
H  0.156  1.008  -0.523
H  0.021  2.518  2.108
H  0.644  0.938  2.032
H  -1.086  1.316  1.581
C  0.261  -2.042  -0.283
C  -0.693  -1.432  -1.303
H  1.260  -1.622  -0.385
H  -0.044  -1.681  0.706
H  0.340  -3.125  -0.270
H  -1.755  -1.616  -1.139
H  -0.516  -1.945  -2.259
H  -0.505  -0.384  -1.478

Computed properties:
Net charge: 0
HOMO-LUMO gap: 12.581 eV
Energy above the lowest of the compared OMol25 structures with the same formula, charge and spin: 6.5 kcal per mole
Calculated total energy: -4342.245 eV
Strongest force on any atom: 1.83 eV/Å

Results of the natural (NBO) charge analysis, in e, for atoms 1 through 6: -0.608, -0.612, 0.206, 0.204, 0.196, 0.200

No. 4
Formula: C4H12
Source: the Open Molecules 2025 dataset
Level of theory: the ωB97M-V functional and the def2-TZVPD basis

Element x y z (Å)
C  -0.915  4.945  -0.555
C  0.386  4.895  0.249
H  -0.725  5.404  -1.518
H  -1.660  5.529  -0.028
H  -1.336  3.955  -0.727
H  0.231  4.916  1.327
H  1.056  4.060  0.029
H  0.990  5.782  0.041
C  -0.316  -5.429  0.066
C  0.800  -4.447  0.229
H  -1.175  -5.025  -0.457
H  -0.687  -5.812  1.011
H  0.020  -6.305  -0.494
H  0.476  -3.499  0.675
H  1.604  -4.781  0.876
H  1.252  -4.189  -0.725

Computed properties:
Net charge: 0
HOMO-LUMO gap: 13.108 eV
Energy above the lowest of the compared OMol25 structures with the same formula, charge and spin: 2.9 kcal per mole
Calculated total energy: -4342.400 eV
Strongest force on any atom: 1.20 eV/Å

Results of the natural (NBO) charge analysis, in e, for atoms 1 through 6: -0.608, -0.610, 0.203, 0.204, 0.203, 0.202

No. 5
Formula: C4H12
Source: the Open Molecules 2025 dataset
Level of theory: the ωB97M-V functional and the def2-TZVPD basis

Element x y z (Å)
C  -1.429  0.881  -0.967
C  -2.580  1.598  -0.279
H  -1.329  -0.186  -0.801
H  -0.520  1.452  -0.769
H  -1.509  0.994  -2.055
H  -3.456  0.984  -0.059
H  -2.291  2.027  0.680
H  -2.991  2.378  -0.888
C  1.446  -0.924  0.278
C  2.579  -1.596  1.078
H  1.823  -0.026  -0.140
H  0.518  -0.823  0.828
H  1.132  -1.490  -0.606
H  2.640  -2.645  0.788
H  2.423  -1.434  2.138
H  3.542  -1.189  0.773

Computed properties:
Net charge: 0
HOMO-LUMO gap: 12.738 eV
Energy above the lowest of the compared OMol25 structures with the same formula, charge and spin: 9.1 kcal per mole
Calculated total energy: -4342.133 eV
Strongest force on any atom: 1.39 eV/Å

Results of the natural (NBO) charge analysis, in e, for atoms 1 through 6: -0.616, -0.612, 0.210, 0.207, 0.202, 0.203

No. 6
Formula: C4H12
Source: the Open Molecules 2025 dataset
Level of theory: the ωB97M-V functional and the def2-TZVPD basis

Element x y z (Å)
C  2.456  -0.062  0.560
C  2.658  1.286  1.228
H  2.801  -0.924  1.129
H  1.403  -0.153  0.293
H  3.016  -0.145  -0.371
H  1.932  2.030  0.894
H  3.615  1.739  0.943
H  2.688  1.353  2.316
C  -2.538  0.145  -0.731
C  -2.587  -1.364  -1.053
H  -1.487  0.393  -0.618
H  -2.922  0.701  -1.592
H  -3.209  0.406  0.079
H  -1.780  -1.873  -0.526
H  -2.607  -1.676  -2.089
H  -3.491  -1.817  -0.628

Computed properties:
Net charge: 0
HOMO-LUMO gap: 12.725 eV
Energy above the lowest of the compared OMol25 structures with the same formula, charge and spin: 8.9 kcal per mole
Calculated total energy: -4342.141 eV
Strongest force on any atom: 1.79 eV/Å

Results of the natural (NBO) charge analysis, in e, for atoms 1 through 6: -0.615, -0.617, 0.208, 0.204, 0.206, 0.204

No. 7
Formula: C4H12
Source: the Open Molecules 2025 dataset
Level of theory: the ωB97M-V functional and the def2-TZVPD basis

Element x y z (Å)
C  0.939  -2.120  -0.821
C  0.622  -1.323  -2.085
H  2.008  -2.349  -0.733
H  0.661  -1.593  0.099
H  0.399  -3.072  -0.744
H  1.137  -1.781  -2.926
H  -0.443  -1.412  -2.312
H  0.899  -0.276  -2.012
C  -0.332  2.114  1.940
C  -1.139  1.352  0.886
H  0.578  2.579  1.580
H  -0.920  2.880  2.447
H  -0.108  1.456  2.781
H  -1.132  0.278  1.041
H  -0.974  1.647  -0.151
H  -2.194  1.621  1.010

Computed properties:
Net charge: 0
HOMO-LUMO gap: 12.716 eV
Energy above the lowest of the compared OMol25 structures with the same formula, charge and spin: 6.2 kcal per mole
Calculated total energy: -4342.259 eV
Strongest force on any atom: 1.42 eV/Å

Results of the natural (NBO) charge analysis, in e, for atoms 1 through 6: -0.608, -0.608, 0.201, 0.201, 0.203, 0.202

No. 8
Formula: C4H12
Source: the Open Molecules 2025 dataset
Level of theory: the ωB97M-V functional and the def2-TZVPD basis

Element x y z (Å)
C  1.462  -1.291  0.533
C  0.446  -1.457  1.682
H  2.386  -0.875  0.956
H  1.814  -2.174  0.008
H  1.011  -0.698  -0.304
H  -0.474  -1.963  1.409
H  0.135  -0.560  2.199
H  0.957  -2.064  2.439
C  -0.383  1.883  -0.798
C  -1.488  0.950  -1.471
H  -0.922  2.798  -0.423
H  -0.124  1.296  0.096
H  0.373  1.954  -1.546
H  -1.723  0.059  -0.911
H  -1.031  0.674  -2.422
H  -2.437  1.468  -1.447

Computed properties:
Net charge: 0
HOMO-LUMO gap: 12.452 eV
Energy above the lowest of the compared OMol25 structures with the same formula, charge and spin: 17.8 kcal per mole
Calculated total energy: -4341.756 eV
Strongest force on any atom: 3.58 eV/Å

Results of the natural (NBO) charge analysis, in e, for atoms 1 through 6: -0.614, -0.612, 0.206, 0.208, 0.202, 0.203

no.,HOMO level (eV)
1,-11.128
2,-10.945
3,-11.396
4,-11.796
5,-11.582
6,-11.649
7,-11.559
8,-11.320